# 1
C17H21BN6RhSi as an isolated structure, computed with the ωB97M-V functional and the def2-TZVPD basis.

Properties
relative energy (zero: lowest compared OMol25 entry of this formula, charge and spin)	44.4	kcal/mol
highest occupied orbital energy	-0.437	Eh
maximum force	0.61	eV/A
total charge	+1
gap between HOMO and LUMO	0.25084	Ha
electronic energy	-38467.2316	eV

Each line ends with the natural charge from an NBO analysis.
Geometry (Å):
Rh 0.25701 -0.09623 -0.25056  0.890
C -3.63722 -0.00142 -2.27946  -0.331
C -2.95016 -0.37375 -1.11736  -0.001
N -1.67569 -0.02105 -1.21669  -0.340
N -1.51799 0.59227 -2.41378  -0.337
C -2.68920 0.61199 -3.07091  0.011
B -0.18625 1.34017 -2.59028  0.520
N 0.90546 0.35135 -1.99040  -0.455
C 2.13625 0.29006 -2.33651  0.106
C 3.18501 -0.33779 -1.58048  -0.235
C 2.98521 -0.81388 -0.31154  -0.012
N 1.84623 -0.64382 0.39050  -0.503
N -0.16776 2.43273 -1.50763  -0.316
C -0.28219 3.76560 -1.45781  0.021
C -0.27228 4.14833 -0.12751  -0.327
C -0.14617 2.96085 0.59281  -0.001
N -0.09268 1.93823 -0.25842  -0.293
H -4.67879 -0.15378 -2.50251  0.246
H -3.31420 -0.87710 -0.23811  0.231
H -2.77033 1.07371 -4.04156  0.236
H 0.02839 1.75438 -3.69313  -0.012
H 2.38648 0.75571 -3.28838  0.226
H 4.17220 -0.41007 -2.01832  0.246
H 3.80109 -1.32650 0.19215  0.220
H -0.35883 4.35079 -2.35922  0.241
H -0.34661 5.14620 0.26778  0.253
H -0.09299 2.80092 1.65741  0.233
C 0.72368 -3.16142 -1.93328  -1.179
Si 0.24938 -2.73364 -0.20379  1.658
C 1.30981 -3.45397 1.11644  -1.163
C -1.52395 -3.03093 0.16580  -0.505
C -2.02340 -2.85637 1.46250  -0.219
C -3.34678 -3.14760 1.75548  -0.201
C -4.18209 -3.64045 0.76086  -0.183
C -3.69800 -3.83676 -0.52599  -0.210
C -2.38034 -3.52391 -0.82516  -0.193
H 0.69192 -4.24825 -2.05951  0.269
H 1.73698 -2.82663 -2.16141  0.256
H 0.04038 -2.70702 -2.65270  0.259
H 1.10954 -4.52770 1.17215  0.261
H 1.08335 -3.01551 2.09026  0.262
H 2.37062 -3.29912 0.92065  0.249
H -1.37671 -2.49623 2.25653  0.214
H -3.72368 -3.00513 2.76014  0.229
H -5.21172 -3.88094 0.99273  0.230
H -4.34831 -4.22915 -1.29726  0.230
H -2.02006 -3.67045 -1.83672  0.218

=====

# 2
A 5-piece molecular cluster, C21H44Br9ClNO5P overall, computed with the ωB97M-V functional and the def2-TZVPD basis.

Properties
structure (SMILES)	CC[C@H](C)CO[C@H](CN)[C@@H](CP(=O)(O)O)O[C@H](Cl)CCCBr.BrCCBr.BrCCBr.BrCCBr.BrCCBr
highest occupied orbital energy	-0.331	Eh
maximum force	6.27	eV/A
gap between HOMO and LUMO	0.33726	Ha
electronic energy	-686406.9784	eV

Each line ends with the Mulliken charge.
Geometry (Å):
C 0.90193 -2.50957 3.86169  -0.416
C 0.50638 -3.93047 3.07403  -0.672
C -0.32716 -3.60869 1.66058  0.603
C -1.12660 -4.91216 1.06998  -0.989
C 0.65076 -2.84414 0.59152  -0.520
O 0.06499 -2.60119 -0.73481  -0.196
C -0.99254 -1.58267 -0.70959  -0.131
C -1.96773 -1.88299 -2.03401  0.603
N -1.28304 -1.60518 -3.35475  -0.388
C -0.48030 -0.03047 -0.80945  0.100
C -1.41560 0.82222 0.28450  -0.602
P -0.92020 2.65810 0.44817  0.887
O 0.47250 2.87231 1.22824  -0.588
O -0.93647 3.49617 -1.08920  -0.554
O -2.13754 3.39665 1.51033  -0.529
O 0.91810 0.19992 -0.41975  -0.293
C 1.85509 0.01234 -1.53706  0.146
Cl 3.53026 -0.38991 -0.76621  -0.183
C 1.91283 1.24265 -2.61662  -0.100
C 3.10763 2.33686 -2.36943  -0.891
C 3.12026 3.03334 -0.88547  -0.077
Br 2.38132 4.89390 -0.81862  -0.162
H 0.59107 -1.55259 3.23331  -0.051
H 0.29222 -2.41775 4.88115  0.156
H 2.07349 -2.41058 4.02756  0.230
H 1.43535 -4.62393 2.90902  0.314
H -0.26066 -4.47170 3.80928  0.311
H -1.16372 -2.82364 1.98692  0.111
H -2.29770 -4.74815 1.23224  0.202
H -0.88325 -5.91140 1.67342  0.334
H -0.97987 -5.06547 -0.09760  0.172
H 1.58158 -3.56978 0.41288  0.243
H 1.08250 -1.89697 1.12663  0.117
H -1.73042 -1.67438 0.22324  0.218
H -2.23954 -3.04491 -2.01854  0.063
H -2.96344 -1.23897 -1.89679  -0.827
H -1.77234 -0.88128 -3.92542  0.248
H -0.26422 -1.39905 -3.25122  0.171
H -0.65724 0.47777 -1.85046  0.341
H -2.53359 0.67153 -0.06375  -0.073
H -1.30478 0.22312 1.30794  0.308
H -0.05028 3.40949 -1.54966  0.265
H -2.20404 2.71161 2.26485  0.345
H 1.54463 -0.95649 -2.11787  0.101
H 2.13217 0.75040 -3.68241  0.307
H 0.86865 1.79076 -2.74815  0.150
H 2.95252 3.18670 -3.19277  0.326
H 4.15915 1.86048 -2.56234  0.327
H 2.63832 2.29790 -0.11172  0.092
H 4.26910 3.12374 -0.57364  0.295
Br 5.85970 6.16098 0.35347  -0.114
C 4.79531 7.75757 0.70176  -0.449
C 5.38562 8.96844 0.01769  -0.604
Br 6.94355 9.63530 0.98343  -0.143
H 4.72491 7.86375 1.78813  0.382
H 3.80403 7.53172 0.29832  0.187
H 4.67339 9.79841 0.01992  0.349
H 5.70602 8.77363 -1.00946  0.367
Br -5.24029 -1.70109 -2.06722  -0.049
C -6.30469 -0.10450 -1.71893  -0.605
C -5.71438 1.10637 -2.40300  -0.627
Br -4.15645 1.77323 -1.43726  -0.012
H -6.37509 0.00168 -0.63256  0.356
H -7.29597 -0.33035 -2.12237  0.355
H -6.42661 1.93634 -2.40077  0.384
H -5.39398 0.91156 -3.43015  0.368
Br 0.13039 -4.69068 -4.05611  -0.102
C -1.19037 -5.94542 -4.75224  -0.616
C -2.42301 -5.22438 -5.24551  -0.584
Br -3.55106 -4.65674 -3.75898  -0.116
H -1.39807 -6.66530 -3.95534  0.361
H -0.68766 -6.45844 -5.57717  0.339
H -3.05104 -5.89516 -5.83861  0.360
H -2.19698 -4.33096 -5.83406  0.371
Br 0.31866 1.04530 5.08031  -0.055
C 1.43321 0.51097 6.58882  -0.671
C 0.59349 -0.00832 7.73242  -0.550
Br -0.25443 1.45360 8.70624  -0.145
H 2.04421 1.37761 6.85725  0.422
H 2.08186 -0.27798 6.19737  0.300
H 1.21964 -0.51631 8.47135  0.387
H -0.20443 -0.68436 7.41308  0.311

=====

# 3
One molecule with the formula C4H5N3, computed with the ωB97M-V functional and the def2-TZVPD basis.

Properties
structure (SMILES)	CNC(C#N)C#N
relative energy (zero: lowest compared OMol25 entry of this formula, charge and spin)	46.6	kcal/mol
highest occupied orbital energy	-0.378	Eh
maximum force	1.20	eV/A
gap between HOMO and LUMO	0.39784	Ha
electronic energy	-8697.7907	eV

Each line ends with the natural charge from an NBO analysis.
Geometry (Å):
C 0.52943 1.61006 0.01142  -0.420
N 0.15104 0.36733 -0.63767  -0.595
C -0.16933 -0.72912 0.25106  -0.231
C -1.63494 -0.76730 0.47498  0.268
N -2.77568 -0.73710 0.65595  -0.272
C 0.29665 -2.02219 -0.28777  0.268
N 0.70734 -3.01975 -0.70215  -0.261
H -0.18291 1.83261 0.81248  0.205
H 0.45744 2.41336 -0.72520  0.218
H 1.54674 1.60166 0.43194  0.179
H 0.80496 0.08604 -1.35128  0.384
H 0.30246 -0.61945 1.24034  0.255